No. 1
A 2-piece molecular cluster, CHFN2O overall at a distorted geometry, computed with ωB97M-V with the def2-TZVPD basis set.

Values from the calculation:
Kohn-Sham gap: 0.3473 hartree
LUMO energy: -0.300 eV
total energy: -323.1174 hartree

Element x y z (Å)
C 1.484 0.074 -0.245
N -0.652 0.768 0.603
N -1.527 0.443 -0.016
O -2.450 0.105 -0.603
F 1.106 -1.193 -0.454
H 2.040 -0.198 0.714

=====

No. 2
A 3-piece molecular cluster, CHFN2O overall at a distorted geometry, computed with ωB97M-V with the def2-TZVPD basis set.

Values from the calculation:
2S+1: 3
Kohn-Sham gap (spin up / spin down): 0.3877 / 0.3663 hartree
⟨S²⟩: 2.029
LUMO energy (spin up / spin down): 0.074 / -2.464 eV
total energy: -323.1774 hartree

Element x y z (Å)
C -0.093 -1.572 -0.507
N 0.518 0.755 -0.601
N 0.302 -0.417 -0.592
O -0.313 -2.700 -0.262
F -0.376 2.296 1.452
H -0.038 1.639 0.510

=====

No. 3
A 2-piece molecular cluster, CHFN4O overall at a distorted geometry, computed with ωB97M-V with the def2-TZVPD basis set.

Values from the calculation:
net charge: +2
Kohn-Sham gap: 0.4197 hartree
LUMO energy: -12.413 eV
total energy: -431.8937 hartree

Element x y z (Å)
C 1.408 0.162 1.285
N -1.666 -0.622 -2.778
N -1.760 -0.191 -1.785
N 2.363 -0.461 1.169
N -1.522 0.327 -0.240
O -2.448 0.771 0.228
F 0.460 0.892 1.442
H 3.165 -0.877 0.680

=====

No. 4
CHFNO5S as an isolated structure at a distorted geometry, computed with ωB97M-V with the def2-TZVPD basis set.

Values from the calculation:
net charge: -1
Kohn-Sham gap: 0.2967 hartree
LUMO energy: 4.001 eV
total energy: -967.6127 hartree

Element x y z (Å)
C 0.965 -1.007 0.114
N 0.279 -0.832 1.168
O -1.482 2.081 -0.208
O 0.304 -0.988 2.376
O -0.929 0.087 0.651
O 0.607 -0.680 -1.022
O -1.408 0.509 -1.914
F 0.712 1.556 -0.742
S -0.859 0.948 -0.642
H 1.811 -1.675 0.219